Record 1
Entry from the Open Molecules 2025 dataset: a structure of composition C13H34BrMnN2O9P (ωB97M-V/def2-TZVPD).

Computed properties:
multiplicity: 6
charge: -2
calculated total energy: -146093.540 eV
max |F|: 5.8 eV/A
HOMO (alpha / beta): 0.7822 / 0.2902 eV

Last column: Mulliken charge in e.
Atoms and positions in Å:
P1 -1.802 1.100 -2.058  0.4330
C1 -0.722 0.457 2.136  1.1397
C2 1.160 -2.176 -4.024  -0.5304
H1 0.514 1.052 -3.337  0.2625
H2 1.773 2.496 -2.209  0.2303
H3 -3.869 1.206 4.765  0.4897
C3 2.461 1.691 -1.949  0.1732
H4 2.136 -2.489 -3.641  0.3742
H5 3.217 -0.106 -2.880  0.3700
H6 -3.545 -0.480 6.348  0.3110
H7 -2.260 -1.908 1.516  0.1420
O1 0.190 -2.477 -2.995  -0.1434
H8 -2.421 -3.498 0.766  0.3279
Br1 1.792 -1.579 -0.203  -0.8486
O2 3.722 2.321 -1.810  -0.5029
H9 -0.499 -3.982 -1.872  0.0713
H10 2.627 2.315 1.185  0.1596
C4 0.471 1.294 2.575  -1.0357
H11 5.166 0.878 -1.913  0.2814
H12 -2.267 -1.700 6.046  0.2445
H13 -0.755 -0.390 2.840  0.2463
C5 -1.784 -2.606 0.822  -0.7264
C6 -3.208 0.678 4.055  -0.6730
C7 -2.508 1.794 3.226  -0.8165
C8 0.033 -3.864 -2.817  -0.8145
H14 2.327 3.023 2.730  0.3511
H15 1.668 -0.490 -5.190  0.4030
H16 0.986 -4.363 -2.596  0.3454
H17 1.335 0.620 2.538  0.4281
H18 -0.438 -4.325 -3.688  0.2903
H19 -0.829 -2.916 1.238  0.2598
H20 -2.617 -1.734 -0.736  0.1809
Mn1 -0.132 -0.853 -1.696  1.4275
C9 0.954 -0.706 -4.380  -1.0074
H21 5.489 2.236 -0.746  0.2754
C10 1.906 2.956 1.715  -0.7794
C11 4.738 1.583 -1.192  -0.7170
H22 -3.318 2.511 3.078  0.3609
O3 -2.323 -0.222 4.675  -0.1749
H23 -0.061 -0.548 -4.751  0.3611
N1 -1.912 1.275 1.970  -0.1359
O4 -2.011 -0.401 -2.449  -0.6840
O5 -1.739 -2.055 -0.489  -0.2130
H24 1.845 3.899 1.173  0.2790
O6 -0.589 0.941 -1.005  -0.5025
H25 0.940 -2.819 -4.884  0.4304
H26 -0.510 -0.093 1.202  -0.9028
H27 -3.944 0.223 3.376  0.3906
H28 4.357 0.986 -0.354  0.2526
O7 0.650 2.353 1.651  -0.1836
H29 2.744 1.201 -4.014  0.2489
O8 -2.817 1.830 -1.144  -0.8232
H30 -1.738 2.217 3.874  0.2671
H31 -2.670 0.661 1.693  0.2088
C12 -3.010 -1.051 5.581  -0.8498
C13 2.476 0.669 -3.090  -0.9216
O9 -1.190 2.032 -3.089  -0.8893
H32 -3.733 -1.727 5.110  0.3204
H33 2.114 1.195 -1.041  -0.0733
N2 1.096 0.202 -3.239  0.2593
H34 0.334 1.663 3.599  0.3519



Record 2
Entry from the Open Molecules 2025 dataset: a cluster of 4 separate species, C13H34BrN2O5 in total (ωB97M-V/def2-TZVPD).

Computed properties:
charge: -1
calculated total energy: -97290.092 eV
max |F|: 2.7 eV/A
HOMO: -3.4887 eV

Last column: Mulliken charge in e.
Atoms and positions in Å:
H1 1.521 2.179 7.045  0.3052
O1 3.255 2.375 -5.424  -0.4009
H2 3.253 0.906 -6.679  0.3485
H3 4.244 1.705 -3.663  0.4022
H4 -3.830 -1.051 12.104  0.2762
H5 0.202 3.383 6.939  0.2316
C1 -8.415 -0.687 -2.094  -0.5584
H6 -6.733 -0.647 -3.005  0.3347
C2 4.568 -0.035 -8.836  -0.5101
O2 -3.081 -0.697 10.107  -0.2980
C3 1.967 2.497 -4.774  -0.7468
H7 1.457 3.114 -5.514  0.2405
H8 -0.930 -1.191 4.697  0.4344
N1 -1.673 -1.422 6.681  -0.4363
C4 -2.212 -0.618 7.818  -0.5493
H9 -3.025 -2.367 11.312  0.3039
H10 -3.723 -2.080 8.680  0.3519
H11 -1.493 0.098 8.216  0.3084
H12 0.654 -0.210 6.228  0.3018
C5 4.885 -0.163 -7.325  -0.5667
H13 -8.188 -1.701 -1.763  0.2509
H14 -2.093 -2.311 9.130  0.3863
H15 -2.094 -0.020 5.042  0.3999
H16 -2.418 -2.025 6.364  0.2516
O3 3.907 -1.204 -9.344  -0.3146
H17 -8.321 -0.090 -1.187  0.2445
O4 -7.575 -0.196 -3.107  -0.5059
Br1 -1.895 -2.745 -2.487  -0.9988
H18 0.975 2.651 5.495  0.3084
H19 1.343 1.607 -4.696  0.3511
C6 -1.267 -0.552 5.513  -0.7668
H20 -9.483 -0.594 -2.288  0.2332
H21 5.276 -1.132 -7.014  0.3847
H22 2.075 3.077 -3.857  0.3168
H23 3.845 0.767 -8.986  0.2800
H24 3.029 -0.064 -4.579  0.3483
H25 2.480 -0.438 -10.672  0.2825
H26 4.693 -0.590 -4.722  0.4009
N2 3.631 -0.019 -6.536  -0.3501
H27 5.492 0.149 -9.383  0.3463
H28 3.081 -2.116 -11.016  0.2363
C7 4.177 1.525 -4.736  -0.4312
H29 -2.984 0.062 7.460  0.2848
H30 0.227 0.669 4.683  0.5071
C8 0.619 2.472 6.510  -0.7481
H31 4.117 -0.740 -11.350  0.2941
C9 -2.823 -1.524 8.943  -0.5608
H32 5.128 1.892 -5.122  0.2923
C10 3.961 0.114 -5.117  -0.8366
H33 -4.619 -1.901 10.818  0.2978
C11 -3.655 -1.497 11.125  -0.7458
C12 -0.085 0.380 5.686  -0.5664
H34 5.650 0.567 -7.063  0.3356
C13 3.338 -1.110 -10.684  -0.7033
O5 -0.436 1.548 6.424  -0.2777



Record 3
Entry from the Open Molecules 2025 dataset: a structure of composition C13H34CrI2N8 (ωB97M-V/def2-TZVPD).

Computed properties:
multiplicity: 5
charge: +2
calculated total energy: -70565.767 eV
max |F|: 0.5 eV/A
HOMO (alpha / beta): -13.9492 / -15.0011 eV

Last column: Mulliken charge in e.
Atoms and positions in Å:
H1 -2.865 0.477 3.192  0.3689
H2 -2.813 -3.354 0.281  0.1255
Cr1 -0.764 -0.080 0.195  0.7008
C1 2.255 -0.485 0.877  -1.3213
H3 -2.429 3.321 2.384  0.3984
H4 0.645 -2.403 0.493  0.3092
N1 -1.495 3.268 -2.725  -0.6475
H5 -0.784 -3.898 1.761  0.3792
N2 -0.923 2.131 -4.700  -0.2741
N3 1.226 0.573 0.831  0.7538
H6 -0.790 -2.633 -0.179  -0.0585
H7 -0.170 -2.523 2.676  0.4974
C2 -3.256 -2.690 1.031  -0.6290
H8 -3.183 0.201 -0.682  0.3197
H9 -0.136 -2.695 -4.859  0.4002
H10 0.898 -3.704 -3.809  0.4347
H11 -2.573 -2.759 3.100  0.5002
C3 0.174 -2.900 -3.843  -0.8179
C4 -1.263 2.279 -1.949  0.4515
H12 2.000 -1.223 1.638  0.3922
C5 1.055 1.084 2.218  -0.8843
H13 -4.096 -3.249 1.444  0.3854
C6 -1.896 0.946 3.358  -1.5830
C7 -2.315 2.529 1.636  -1.1871
H14 -3.295 2.081 1.468  0.2940
H15 0.827 0.225 2.854  0.3628
H16 2.703 2.027 0.385  0.3399
I1 1.110 -1.155 -3.083  0.0819
H17 2.006 1.502 2.567  0.4336
H18 1.060 2.460 -0.142  0.3465
H19 -1.965 2.972 0.707  0.2996
H20 -4.257 -0.784 1.080  0.3106
H21 -1.780 4.304 -5.740  0.2047
H22 1.967 1.237 -1.025  0.2730
C8 -2.250 -2.349 2.142  0.3390
H23 -2.223 -1.262 2.272  -0.5633
I2 -1.537 -3.539 -2.761  0.1492
H24 2.340 -0.968 -0.097  0.2402
N4 -1.040 1.472 -1.136  -0.1316
N5 -1.375 1.493 2.095  0.8538
H25 -2.025 1.742 4.100  0.4215
C9 1.767 1.646 -0.035  -1.1804
C10 -3.817 -1.457 0.341  -0.7278
H26 -1.215 0.201 3.769  0.4223
H27 -0.799 2.142 -5.698  0.2167
N6 -2.779 -0.690 -0.404  -0.2012
C11 -0.835 -2.811 1.860  -0.9949
H28 -4.612 -1.742 -0.351  0.4383
C12 -0.055 2.106 2.344  -0.8630
N7 -0.337 -2.170 0.612  -0.1957
H29 -2.224 5.030 -4.232  0.2497
N8 -1.831 4.253 -4.737  -0.3534
C13 -1.409 3.200 -4.049  0.6236
H30 0.090 2.932 1.649  0.4072
H31 3.227 -0.058 1.139  0.3932
H32 -0.443 1.413 -4.182  0.0541
H33 -2.603 -1.175 -1.286  0.0570
H34 -0.017 2.541 3.350  0.3843



Q: What is the max |F| in the first record?
A: 5.8 eV/A



Q: The highest charge belongs to which entry?
A: C13H34CrI2N8



Q: Look up the max |F| of the first one.
A: 5.8 eV/A



Q: Among the records above, which one has the highest charge?
A: C13H34CrI2N8